1.
The molecule C3H3IO at a distorted geometry, computed with the ωB97M-V functional and the def2-TZVPD basis.

XYZ file:
```
8
Properties=species:S:1:pos:R:3:forces:R:3:mulliken_charge:R:1
C -0.15530 0.11671 0.05863 -2.5 -0.4 -0.8 -0.2677
C 1.01324 0.23505 0.07015 7.2 1.8 2.1 0.6925
C -1.60410 -0.05923 -0.13145 1.6 1.8 0.0 -0.9684
O 2.39739 0.56401 0.48118 -7.2 1.4 -0.5 -0.4201
I 3.81519 -0.69255 -0.04117 3.1 -2.6 -1.1 0.1994
H -1.89742 -0.17926 0.92586 -1.0 -0.1 -0.8 0.2599
H -1.90165 0.97459 -0.59920 -0.3 -2.3 0.8 0.2422
H -1.66736 -0.95933 -0.76400 -0.9 0.6 0.3 0.2621
```
Positions in Å, forces in eV/Å.

Properties
Gap between HOMO and LUMO (spin up / spin down) (eV): 8.18 / 6.59
Calculated total energy (eV): -13301.1837
Multiplicity: 3
F_max (hartree/bohr): 0.1505
Expectation value of S²: 2.009


2.
A cluster of 2 separate species, C3H3IO2 in total at a distorted geometry, computed with the ωB97M-V functional and the def2-TZVPD basis.

XYZ file:
```
9
Properties=species:S:1:pos:R:3:forces:R:3:mulliken_charge:R:1
O 1.30763 -0.61410 -0.26372 -0.4 -0.2 0.1 -0.3593
C 0.26373 -0.09769 -0.21161 0.6 0.9 -0.2 0.3921
C -0.81574 0.55744 0.15621 -0.3 -1.5 0.5 -0.0084
C -2.24616 0.31818 -0.06284 -0.1 2.1 6.6 -0.1690
O -1.63898 1.57357 -0.23135 0.6 1.6 -1.0 -0.3502
H -2.50469 -0.11340 -0.90111 -1.7 -2.3 -4.1 0.3140
H -2.94046 0.35407 0.87801 1.3 -0.6 -2.0 0.1816
I 4.96199 -0.62648 0.00735 -0.7 -0.4 0.4 -0.1049
H 3.61267 -1.35158 0.62906 0.7 0.4 -0.4 0.1042
```
Positions in Å, forces in eV/Å.

Properties
Gap between HOMO and LUMO (eV): 9.16
Calculated total energy (eV): -15350.9638
Multiplicity: 1
F_max (hartree/bohr): 0.1354


3.
The molecule C3H3IO2 at a distorted geometry, computed with the ωB97M-V functional and the def2-TZVPD basis.

XYZ file:
```
9
Properties=species:S:1:pos:R:3:forces:R:3:mulliken_charge:R:1
C -1.11150 -0.34017 0.13618 1.1 -2.6 0.4 -0.0561
C -2.32652 0.09322 -0.05487 2.3 2.9 0.4 -0.2049
C 0.07909 0.61320 0.09878 -2.0 0.7 -2.4 -0.2288
O -1.74800 2.09675 -0.16747 -1.3 -3.5 -0.7 -0.3725
O -0.44566 1.91680 0.24176 1.0 0.5 0.7 -0.1927
I -4.29597 -0.11820 -0.01171 -0.2 -0.1 -0.1 0.2801
H -0.71184 -1.44573 0.37662 -1.6 2.4 -0.7 0.2553
H 0.65563 0.48836 0.94636 1.5 -0.5 1.7 0.2908
H 0.70674 0.45337 -0.82495 -0.7 0.1 0.6 0.2287
```
Positions in Å, forces in eV/Å.

Properties
Gap between HOMO and LUMO (spin up / spin down) (eV): 8.12 / 8.12
Calculated total energy (eV): -15348.3233
Multiplicity: 1
F_max (hartree/bohr): 0.0735